# 1
{
  "formula": "C30H45BrCdN2P2",
  "method": "ωB97M-V/def2-TZVPD",
  "de_lowest_kj_mol": 28.6,
  "orbital_gap_ev": [4.677, 3.190],
  "charge": 2,
  "elements": ["N", "C", "C", "C", "C", "C", "C", "Cd", "P", "C", "C", "C", "C", "C", "C", "C", "Br", "H", "H", "H", "H", "H", "H", "H", "H", "H", "H", "P", "C", "C", "H", "H", "H", "H", "H", "C", "C", "H", "H", "H", "H", "H", "C", "C", "H", "H", "H", "H", "H", "C", "C", "H", "H", "H", "H", "H", "C", "C", "H", "H", "H", "H", "H", "C", "C", "H", "H", "H", "H", "H", "C", "C", "C", "N", "C", "C", "H", "H", "H", "H", "H"],
  "coordinates": [[1.6364, -3.3052, -9.8393], [2.7516, -2.9665, -9.1714], [2.7523, -2.3186, -7.9310], [1.5266, -1.9833, -7.3099], [0.3549, -2.3426, -8.0188], [0.4667, -2.9881, -9.2527], [1.5297, -1.3076, -6.0135], [0.7369, 0.9694, 0.8471], [-0.7802, -2.3404, 6.0762], [0.8986, -1.7308, -4.8851], [0.8881, -1.0769, -3.5792], [-0.0064, -1.5379, -2.5838], [-0.0557, -0.9504, -1.3140], [0.7899, 0.1288, -0.9734], [1.6837, 0.5919, -1.9699], [1.7332, 0.0081, -3.2387], [0.6748, 2.0388, 3.1556], [2.1069, -0.3747, -5.9828], [0.3259, -2.6670, -4.9283], [3.7008, -2.0715, -7.4406], [-0.6381, -2.1223, -7.6144], [3.7040, -3.2272, -9.6539], [-0.4410, -3.2683, -9.8051], [-0.6727, -2.3773, -2.8196], [2.4394, 0.4007, -3.9788], [-0.7643, -1.3420, -0.5745], [2.3564, 1.4288, -1.7474], [-1.5133, 1.5139, 0.5721], [0.7673, -2.8628, 5.1466], [1.3211, -4.2184, 5.6045], [1.5387, -2.0720, 5.2336], [0.4822, -2.9140, 4.0788], [2.4014, -4.2987, 5.3872], [1.1921, -4.3641, 6.6923], [0.8055, -5.0506, 5.0936], [-2.0329, -2.8421, 4.7682], [-3.4411, -3.1137, 5.3129], [-1.6270, -3.7624, 4.3058], [-2.0638, -2.0710, 3.9728], [-4.0181, -3.7462, 4.6145], [-3.3993, -3.6322, 6.2874], [-4.0082, -2.1772, 5.4547], [-0.6811, -0.4833, 5.7803], [-0.2373, 0.3231, 7.0091], [-1.6534, -0.1197, 5.3928], [0.0554, -0.3435, 4.9666], [-0.5814, 1.3710, 6.9394], [-0.6415, -0.0990, 7.9454], [0.8632, 0.3296, 7.0984], [-1.9399, 3.0664, 1.5027], [-2.7204, 4.1740, 0.7832], [-0.9562, 3.4506, 1.8257], [-2.4673, 2.7254, 2.4137], [-2.1057, 4.6400, -0.0050], [-3.6553, 3.8121, 0.3252], [-2.9847, 4.9677, 1.5046], [-2.7457, 0.2218, 1.0913], [-3.5468, -0.5172, 0.0118], [-3.4318, 0.7499, 1.7770], [-2.1842, -0.4820, 1.7332], [-4.4652, 0.0337, -0.2533], [-2.9682, -0.6782, -0.9119], [-3.8557, -1.5074, 0.3913], [-1.7793, 1.8282, -1.2418], [-0.8375, 2.7771, -1.9934], [-2.8174, 2.2033, -1.2994], [-1.8075, 0.8186, -1.6911], [-0.6710, 2.4432, -3.0320], [-1.2168, 3.8108, -2.0227], [0.1467, 2.7957, -1.4920], [4.0757, 4.4613, 0.1591], [4.4426, 3.1232, 0.3038], [3.4487, 2.1592, 0.4865], [2.1354, 2.5205, 0.5178], [1.7621, 3.8245, 0.3854], [2.7270, 4.8177, 0.1999], [4.8346, 5.2203, 0.0189], [5.4854, 2.8353, 0.2787], [3.7204, 1.1189, 0.6071], [0.7192, 4.0977, 0.4229], [2.4319, 5.8533, 0.0929]],
  "forces_ev_per_a": [[-0.153, 0.443, 0.822], [-0.193, -0.006, 0.038], [-0.357, 0.253, 0.128], [0.023, -1.009, -1.471], [0.389, 0.074, 0.462], [0.303, -0.091, -0.144], [-0.454, 0.310, 1.554], [1.000, -0.073, 2.289], [0.670, 1.690, -4.343], [0.172, -0.215, -1.385], [0.044, 0.592, 0.781], [0.224, 0.067, 0.064], [0.160, 0.187, -0.102], [0.400, -2.265, -2.991], [-0.193, 0.149, 0.175], [-0.224, -0.197, 0.200], [0.111, -0.745, 0.972], [-0.096, -0.343, 0.052], [0.208, 0.350, -0.091], [-0.366, -0.120, -0.243], [0.399, -0.026, -0.133], [-0.464, 0.114, 0.230], [0.442, 0.137, 0.248], [0.303, 0.333, 0.143], [-0.241, -0.185, 0.387], [0.207, 0.084, -0.331], [-0.309, -0.350, -0.243], [-2.932, 1.083, -1.309], [0.696, -0.321, 0.798], [0.182, -0.545, 0.137], [-0.551, -0.308, 0.268], [-0.219, 0.211, 0.512], [-0.567, 0.026, 0.034], [0.187, 0.055, -0.498], [0.240, 0.327, 0.269], [-0.478, -1.072, 0.521], [-0.499, 0.040, 0.157], [-0.124, 0.367, 0.343], [0.392, -0.064, 0.626], [0.310, 0.314, 0.323], [-0.108, 0.140, -0.503], [0.261, -0.385, 0.007], [-0.448, 0.389, 0.843], [0.219, 0.285, 0.413], [0.314, -0.457, 0.393], [-0.273, -0.411, 0.196], [0.232, -0.536, -0.038], [0.089, 0.286, -0.389], [-0.488, 0.014, -0.014], [0.363, 0.143, 0.194], [-0.167, -0.030, -0.308], [-0.684, -0.066, 0.043], [0.354, 0.160, -0.333], [-0.294, -0.193, 0.264], [0.310, 0.158, 0.175], [0.144, -0.416, -0.280], [0.088, 0.112, 0.548], [-0.177, -0.183, -0.275], [0.244, -0.183, -0.246], [-0.171, 0.201, -0.316], [0.464, -0.189, 0.066], [-0.281, -0.040, 0.395], [0.115, 0.459, -0.181], [-1.177, -0.316, 0.109], [0.525, 0.119, 0.304], [0.278, -0.130, -0.055], [0.175, 0.614, 0.131], [-0.144, 0.094, 0.514], [0.068, -0.437, 0.063], [-0.303, 0.084, -0.436], [-0.325, -0.340, 0.054], [-0.415, -0.071, 0.079], [-0.399, 1.863, -0.178], [1.687, 1.437, -0.571], [1.965, -0.466, -0.080], [-0.100, -0.472, 0.079], [-0.026, -0.020, 0.000], [-0.062, -0.042, 0.015], [-0.275, -0.083, -0.014], [-0.172, -0.297, 0.069], [-0.049, -0.064, 0.010]],
  "mulliken_charge": [-0.566, -0.314, -0.374, 0.350, -0.376, -0.274, -0.516, 0.174, 0.398, -0.361, 1.125, -0.945, -0.001, -0.083, 0.330, -1.236, -0.557, 0.338, 0.356, 0.366, 0.383, 0.350, 0.343, 0.368, 0.289, 0.638, 0.269, 0.636, -0.485, -1.121, 0.503, 0.307, 0.349, 0.341, 0.306, 0.073, -1.170, 0.444, -0.208, 0.364, 0.360, 0.324, -0.028, -1.173, 0.393, -0.031, 0.336, 0.394, 0.319, -0.334, -1.237, 0.198, 0.557, 0.238, 0.311, 0.404, -0.189, -1.287, 0.554, -0.027, 0.380, 0.305, 0.341, -0.704, -1.128, 0.716, 0.265, 0.325, 0.318, 0.090, -0.279, -0.652, -0.335, 0.225, 0.028, -0.827, 0.411, 0.441, 0.428, 0.314, 0.443]
}

---

# 2
{
  "formula": "CH2O2S",
  "method": "ωB97M-V/def2-TZVPD",
  "de_lowest_kj_mol": 559.7,
  "orbital_gap_ev": 8.629,
  "smiles": "C1OOS1",
  "elements": ["C", "O", "O", "S", "H", "H"],
  "coordinates": [[-0.4111, 0.0133, 0.1978], [-1.2448, 1.3057, -0.0853], [-2.5315, 0.6877, 0.0796], [-2.0049, -0.8906, -0.0410], [0.2280, 0.0085, -0.5506], [0.1314, -0.0084, 1.2513]],
  "forces_ev_per_a": [[-3.705, 2.004, 4.412], [1.572, -1.694, 0.754], [-0.740, 0.590, 0.230], [1.212, -0.394, 0.077], [3.130, -0.638, -3.434], [-1.469, 0.132, -2.038]],
  "mulliken_charge": [-0.189, -0.211, -0.123, 0.057, 0.249, 0.217]
}

---

# 3
{
  "formula": "C5H6O4Sm",
  "method": "ωB97M-V/def2-TZVPD",
  "de_lowest_kj_mol": 413.2,
  "s_squared": 15.883,
  "spin_multiplicity": 8,
  "orbital_gap_ev": [2.118, 6.157],
  "charge": 1,
  "elements": ["C", "H", "H", "C", "H", "H", "C", "C", "O", "C", "O", "O", "O", "H", "H", "Sm"],
  "coordinates": [[0.7938, 0.2380, -3.0420], [0.7479, 1.3248, -3.1788], [0.8056, -0.3645, -3.9568], [0.9384, -0.3147, -1.8245], [0.8799, -1.4069, -1.7310], [-0.1192, 1.4426, -0.3810], [0.5679, 0.6299, -0.0824], [-0.0209, -0.2155, 0.9510], [-1.2367, 0.1589, 1.4009], [-1.6998, -0.3526, 2.5631], [-1.0227, -0.8176, 3.4366], [-3.0106, -0.2325, 2.5424], [1.8190, 1.0347, 0.1944], [0.3345, -1.2235, 1.1742], [-3.3809, -0.4705, 3.4030], [3.6039, 0.5693, -1.4692]],
  "forces_ev_per_a": [[0.530, 0.606, 1.244], [-0.336, -0.329, 0.004], [0.264, 0.063, 0.368], [-2.952, -0.579, 0.762], [0.336, 0.349, 0.190], [0.041, -0.350, -0.030], [1.730, 0.892, -2.503], [-2.396, -0.231, -1.124], [3.384, 0.275, -2.212], [-0.917, -1.696, 2.869], [-0.101, 0.520, -1.120], [0.117, 0.393, -0.456], [0.092, -0.585, 0.327], [0.324, 0.480, 0.844], [0.075, -0.144, 0.141], [-0.190, 0.336, 0.695]],
  "mulliken_spin": [-0.064, 0.008, 0.014, 0.270, 0.010, 0.011, -0.084, -0.101, -0.029, 0.001, -0.005, -0.001, 0.013, -0.010, 0.000, 6.966]
}

---

# 4
{
  "formula": "C9H15N3O6",
  "method": "ωB97M-V/def2-TZVPD",
  "de_lowest_kj_mol": 148.7,
  "orbital_gap_ev": 9.779,
  "smiles": "NC(=O)CC[C@H](N)C(=O)N[C@@H](CC(=O)O)C(=O)O",
  "elements": ["N", "C", "O", "C", "C", "C", "N", "C", "O", "N", "C", "C", "C", "O", "O", "C", "O", "O", "H", "H", "H", "H", "H", "H", "H", "H", "H", "H", "H", "H", "H", "H", "H"],
  "coordinates": [[2.6106, 1.4606, 1.2364], [1.6846, 2.2742, 0.6730], [1.8503, 3.1253, -0.1493], [0.2344, 2.0487, 1.1455], [-0.6695, 2.3723, -0.1166], [-0.3133, 1.6889, -1.4192], [-1.5757, 1.7053, -2.1905], [0.1593, 0.2432, -1.3197], [1.3038, -0.1593, -1.1423], [-0.8386, -0.6080, -0.9868], [-0.6246, -1.9292, -0.3805], [-0.1034, -1.9006, 1.1421], [1.3504, -1.9264, 1.2378], [1.9561, -1.1495, 1.9718], [2.0694, -2.8086, 0.5295], [-1.9871, -2.5511, -0.4705], [-2.9854, -2.2621, -1.1159], [-1.9868, -3.7347, 0.3041], [3.5392, 1.5848, 0.8113], [2.3194, 0.5579, 1.6363], [0.0363, 1.0893, 1.6173], [-0.0693, 2.7994, 1.9830], [-0.7269, 3.4757, -0.1541], [-1.6993, 2.0639, 0.0953], [0.6065, 2.0900, -1.8863], [-1.9882, 2.6356, -2.2747], [-1.5517, 1.2492, -3.0741], [-1.7874, -0.2459, -0.9291], [0.0896, -2.5316, -0.9692], [-0.5024, -0.9777, 1.6508], [-0.5534, -2.7500, 1.6213], [2.9533, -2.7548, 0.8758], [-2.8004, -4.1751, 0.0475]],
  "forces_ev_per_a": [[0.710, 0.602, -0.539], [-1.562, -1.557, 1.853], [1.318, 1.325, -0.984], [-1.009, 1.609, 0.101], [0.005, -0.287, 2.369], [0.627, 0.084, -2.120], [0.058, 0.506, 0.644], [-0.381, -1.156, 3.426], [0.250, 0.867, -1.038], [-0.645, -0.731, 0.225], [-0.032, 1.581, 0.088], [-1.972, 1.051, -1.683], [2.594, 1.432, 1.043], [-0.710, -0.897, -0.211], [-1.932, -0.503, -0.246], [-1.958, -2.758, 0.155], [2.310, 0.057, 1.231], [0.163, 1.590, -1.098], [-0.663, -0.514, 0.501], [0.426, 0.752, -0.335], [0.177, -0.302, -0.343], [0.811, -1.030, -1.472], [0.360, -0.566, -0.692], [0.100, -0.103, 0.195], [-0.772, 0.811, -0.049], [0.389, -0.405, -0.011], [0.250, -0.137, -0.741], [0.249, -0.041, -0.363], [-0.374, 0.229, 0.134], [0.596, -0.975, -0.581], [0.109, -0.510, 0.324], [0.918, 0.223, 0.137], [-0.410, -0.248, 0.082]],
  "mulliken_charge": [-0.373, 0.419, -0.619, -0.255, -1.100, 0.259, -0.611, 0.297, -0.643, -0.087, -0.043, -0.481, 0.615, -0.761, -0.466, 0.353, -0.567, -0.468, 0.257, 0.336, -0.105, 0.355, 0.350, 0.532, 0.363, 0.212, 0.202, 0.339, 0.329, 0.139, 0.485, 0.394, 0.343]
}

---

# 5
{
  "formula": "C4H12NO",
  "method": "ωB97M-V/def2-TZVPD",
  "de_lowest_kj_mol": 26.4,
  "orbital_gap_ev": 7.058,
  "charge": -1,
  "elements": ["C", "O", "C", "C", "H", "H", "H", "H", "H", "H", "H", "C", "N", "H", "H", "H", "H", "H"],
  "coordinates": [[1.1628, 1.2220, 0.3808], [1.0245, 0.3677, -0.6480], [1.2617, 0.5053, 1.7457], [0.0505, -0.3969, 1.9877], [0.3243, 1.9721, 0.4605], [2.0767, 1.8675, 0.3027], [1.4076, 1.1935, 2.5860], [2.1455, -0.1383, 1.6789], [-0.0838, -0.9755, 1.0777], [-0.8454, 0.1705, 2.2343], [0.2237, -1.0920, 2.8139], [-1.7575, -0.4560, -1.9436], [-0.6186, -1.3315, -2.2058], [-1.7707, 0.4225, -2.6021], [-1.6711, -0.0927, -0.9239], [-2.7044, -0.9927, -2.0725], [-0.3940, -1.3193, -3.1885], [0.1682, -0.9262, -1.6839]],
  "forces_ev_per_a": [[0.015, 0.137, -0.064], [0.007, -0.056, -0.117], [-0.136, -0.324, -0.026], [0.502, -0.042, 0.172], [-0.058, -0.056, 0.091], [0.043, 0.024, 0.062], [0.022, 0.190, -0.015], [0.075, 0.024, 0.072], [-0.280, -0.038, -0.114], [-0.177, 0.126, -0.178], [0.008, -0.041, 0.068], [0.174, -0.082, -0.370], [-0.154, -0.200, 0.310], [-0.107, 0.093, 0.093], [-0.070, 0.029, 0.112], [-0.042, 0.039, 0.065], [0.112, 0.036, -0.114], [0.066, 0.139, -0.048]],
  "mulliken_charge": [-0.688, -0.838, -0.399, -0.973, 0.259, 0.234, 0.326, 0.276, 0.171, 0.278, 0.325, -0.564, -0.708, 0.210, 0.137, 0.288, 0.201, 0.465]
}

---

# 6
{
  "formula": "C4H11NO",
  "method": "ωB97M-V/def2-TZVPD",
  "de_lowest_kj_mol": 276.3,
  "orbital_gap_ev": 9.498,
  "smiles": "CNC[C@@H](C)O",
  "elements": ["C", "N", "C", "C", "C", "O", "H", "H", "H", "H", "H", "H", "H", "H", "H", "H", "H"],
  "coordinates": [[2.5710, 0.3966, 0.1119], [1.3212, -0.4466, -0.0225], [0.1323, 0.3244, -0.5581], [-1.1511, -0.0355, 0.3282], [-2.2612, -0.2640, -0.6385], [-1.0955, -1.3116, 1.0270], [3.5712, -0.1734, 0.1603], [2.6981, 1.2815, -0.6616], [2.4254, 0.9661, 1.0254], [1.1050, -0.7763, 0.9302], [-0.0437, 0.1377, -1.6422], [0.5040, 1.4458, -0.3802], [-1.2057, 0.7615, 0.9633], [-3.2840, -0.4808, -0.1688], [-2.1635, -1.2322, -1.0042], [-2.4919, 0.6123, -1.2573], [-0.6316, -1.2056, 1.7873]],
  "forces_ev_per_a": [[0.244, 0.962, -0.801], [0.584, 0.516, -0.571], [2.077, 0.663, 1.821], [1.241, -2.436, -2.669], [-3.519, 1.610, 1.852], [-1.599, 0.672, -3.613], [-1.816, 0.601, -0.168], [-0.493, -2.243, 0.945], [0.540, 0.149, 0.481], [0.144, 0.179, -0.965], [0.298, 0.061, 0.814], [-1.654, -1.858, -0.658], [-0.861, 1.898, 2.090], [1.240, 0.800, 0.297], [0.939, -1.281, -1.936], [0.567, -0.671, -0.556], [2.070, 0.377, 3.638]],
  "mulliken_charge": [-0.866, -0.385, -0.441, 0.370, -1.571, -0.575, 0.253, 0.281, 0.370, 0.192, 0.217, 0.287, 0.371, 0.343, 0.463, 0.373, 0.318]
}